1.
17
Properties=species:S:1:pos:R:3 method="wB97M-V/def2-TZVPD" total_charge=-1 gap_ev=6.83 homo_energy_ev=-2.92 fmax_ha_per_bohr=0.032 lumo_energy_ev=3.90
C -1.949 1.538 -0.272
C -0.867 0.865 -1.113
C -0.397 -0.553 -0.663
S -0.420 -1.501 0.967
H -1.617 1.914 0.683
H -2.654 0.730 -0.043
H -2.481 2.295 -0.860
H -1.223 0.572 -2.105
H 0.036 1.473 -1.189
H 0.654 -0.556 -0.992
H -0.897 -1.329 -1.255
H 3.858 -2.324 0.012
H 2.354 -2.621 0.331
O 3.252 -2.960 0.378
H 1.007 0.195 1.612
H 0.257 1.178 2.490
O 1.087 1.085 2.018

2.
17
Properties=species:S:1:pos:R:3 method="wB97M-V/def2-TZVPD" total_charge=-1 gap_ev=8.31 homo_energy_ev=-4.29 fmax_ha_per_bohr=0.097 lumo_energy_ev=4.02
C -0.562 0.382 0.325
O 0.410 1.351 0.127
C -0.358 -0.719 -0.736
C -1.182 -2.029 -0.558
H -1.626 0.805 0.030
H -0.482 -0.108 1.309
H 0.759 -1.175 -0.661
H -0.245 -0.247 -1.744
H -0.939 -2.680 0.174
H -1.258 -2.698 -1.454
H -2.254 -1.807 -0.295
H 3.212 0.275 -0.466
H 1.587 0.784 -0.562
O 2.494 0.378 -1.135
H -0.094 3.164 1.722
H 0.336 1.832 1.579
O 0.203 2.493 2.344

3.
17
Properties=species:S:1:pos:R:3 method="wB97M-V/def2-TZVPD" total_charge=-1 gap_ev=7.53 homo_energy_ev=-3.70 fmax_ha_per_bohr=0.026 lumo_energy_ev=3.83
C -0.018 -0.365 -0.351
O 0.923 0.095 -1.279
C -0.562 0.649 0.687
C -1.196 -0.094 1.857
H -0.889 -0.694 -0.938
H 0.364 -1.228 0.192
H 0.079 1.476 0.989
H -1.406 1.184 0.231
H -1.666 0.647 2.505
H -1.864 -0.879 1.518
H -0.427 -0.634 2.429
H -1.307 -0.107 -3.357
H 0.479 0.006 -2.217
O -0.431 -0.454 -3.266
H 2.446 -0.380 -0.225
H 2.533 0.817 0.675
O 2.942 -0.039 0.551

4.
19
Properties=species:S:1:pos:R:3 method="wB97M-V/def2-TZVPD" total_charge=-1 gap_ev=6.34 homo_energy_ev=-2.94 fmax_ha_per_bohr=0.041 lumo_energy_ev=3.40
C 0.303 2.385 -0.089
C -1.034 2.093 0.647
O -2.012 3.028 0.252
C 0.453 1.546 -1.405
S 1.011 -0.170 -1.391
S -0.111 -1.180 -0.012
H 1.190 2.289 0.556
H 0.341 3.413 -0.423
H -1.286 1.052 0.478
H -1.009 2.219 1.759
H 1.014 2.026 -2.210
H -0.593 1.397 -1.778
H -0.740 -4.080 0.633
H -1.911 -3.614 -0.164
H -2.677 2.670 -0.334
O -1.642 -4.319 0.425
H 2.728 -1.327 1.779
H 1.310 -0.909 2.170
O 2.214 -0.989 2.532

5.
26
Properties=species:S:1:pos:R:3 method="wB97M-V/def2-TZVPD" spin_multiplicity=5 total_charge=0 gap_ev="6.93 / 7.09" homo_energy_ev="-9.02 / -9.02" fmax_ha_per_bohr=0.130 s_squared=6.004 lumo_energy_ev="-2.10 / -1.93"
V 1.497 4.162 -0.179
Br -0.644 2.509 -0.381
C 2.176 -0.747 -2.680
O 1.509 -1.755 -2.300
N 3.416 -0.733 -3.095
N 1.789 0.471 -2.517
H 3.779 0.208 -3.147
H 3.963 -1.571 -3.234
H 2.371 1.183 -2.935
H 0.925 0.706 -2.051
C -2.407 -1.690 -0.199
O -2.654 -2.867 -0.070
N -3.265 -0.723 -0.124
N -1.347 -1.197 -0.679
H -3.045 0.257 -0.010
H -4.218 -1.018 0.031
H -1.369 -0.203 -0.498
H -0.608 -1.830 -0.949
C -0.156 0.384 3.587
O -0.006 -0.148 4.701
N 0.061 -0.136 2.385
N -0.629 1.576 3.456
H 0.434 -1.061 2.549
H 0.019 0.303 1.477
H -0.819 2.010 4.348
H -0.771 1.911 2.514

6.
24
Properties=species:S:1:pos:R:3 method="wB97M-V/def2-TZVPD" spin_multiplicity=5 total_charge=+1 gap_ev="4.89 / 6.23" homo_energy_ev="-12.27 / -12.30" fmax_ha_per_bohr=0.222 s_squared=6.354 lumo_energy_ev="-7.38 / -6.07"
Cr -26.361 -16.689 27.963
Cl -25.617 -15.373 26.922
C -26.580 -16.214 24.034
O -26.372 -14.989 24.761
H -27.056 -17.051 24.545
H -27.192 -16.008 23.156
H -25.676 -16.656 23.617
H -25.993 -15.201 25.618
C -27.409 -13.047 28.028
O -26.915 -13.187 29.160
N -28.101 -11.992 27.705
N -27.131 -13.808 27.012
H -28.147 -11.751 26.725
H -28.200 -11.327 28.458
H -27.844 -13.924 26.305
H -26.348 -14.425 27.172
C -23.659 -16.399 24.448
O -24.382 -15.789 23.731
N -22.925 -17.429 24.062
N -23.796 -16.468 25.730
H -22.298 -18.016 24.593
H -22.919 -17.427 23.052
H -24.404 -15.810 26.197
H -23.160 -17.006 26.302

7.
22
Properties=species:S:1:pos:R:3 method="wB97M-V/def2-TZVPD" spin_multiplicity=5 total_charge=0 gap_ev="7.01 / 4.05" homo_energy_ev="-9.66 / -9.65" fmax_ha_per_bohr=0.051 s_squared=6.013 lumo_energy_ev="-2.65 / -5.60"
V -0.075 0.312 0.578
F 2.448 -1.166 0.837
F -2.460 1.917 0.019
F 0.430 1.717 3.272
C -1.260 -2.975 3.273
O -1.757 -1.967 2.443
H -0.202 -3.222 3.190
H -1.482 -2.805 4.327
H -1.828 -3.859 2.986
H -2.715 -2.023 2.488
C -0.679 -0.932 -3.592
O -0.778 -1.386 -2.254
H -1.631 -1.165 -4.069
H -0.549 0.141 -3.734
H 0.081 -1.526 -4.099
H -1.009 -2.318 -2.283
C 2.193 3.794 -0.314
O 1.814 2.547 -0.978
H 1.378 4.385 0.103
H 2.891 3.718 0.519
H 2.720 4.405 -1.047
H 2.472 2.409 -1.663

8.
43
Properties=species:S:1:pos:R:3 method="wB97M-V/def2-TZVPD" total_charge=-2 gap_ev=4.52 homo_energy_ev=-3.79 fmax_ha_per_bohr=0.029 lumo_energy_ev=0.72
Na -12.515 -19.368 -7.020
C -11.636 -18.297 0.126
F -11.446 -18.785 -1.112
F -10.810 -19.001 0.927
F -11.256 -17.022 0.166
S -13.375 -18.447 0.761
O -13.323 -17.870 2.088
O -14.154 -17.676 -0.185
O -13.623 -19.876 0.709
C -4.200 -18.756 -5.011
F -3.127 -18.379 -4.320
F -4.804 -19.744 -4.305
F -5.087 -17.750 -5.078
S -3.758 -19.373 -6.702
O -2.638 -20.269 -6.469
O -4.959 -20.048 -7.147
O -3.408 -18.197 -7.456
C -8.843 -18.283 -4.308
F -8.318 -19.316 -4.939
F -9.683 -18.723 -3.365
F -7.866 -17.567 -3.765
S -9.758 -17.171 -5.454
O -10.305 -16.133 -4.602
O -8.742 -16.721 -6.383
O -10.765 -18.019 -6.075
O -8.867 -13.992 -7.507
H -8.862 -14.692 -6.838
H -8.185 -14.274 -8.123
O -6.015 -16.166 -7.629
H -6.595 -16.679 -7.053
H -6.536 -16.020 -8.423
O -8.288 -17.951 -0.360
H -7.504 -18.406 -0.681
H -9.027 -18.421 -0.762
O -8.589 -18.411 -8.583
H -8.793 -17.681 -7.969
H -9.178 -18.280 -9.332
O -12.668 -16.827 -3.237
H -13.087 -17.480 -3.802
H -11.976 -16.424 -3.789
O -8.661 -14.134 -3.638
H -8.552 -14.660 -2.840
H -9.202 -14.698 -4.213

no.,molar mass (g mol⁻¹)
1,111.186
2,95.118
3,95.118
4,159.252
5,311.016
6,239.603
7,204.064
8,578.287